# C11H14OS

C11H14OS in the gas phase (wB97M-V/def2-TZVPD, the Open Molecules 2025 dataset).

XYZ file:
```
27
Properties=species:S:1:pos:R:3:forces:R:3
H -1.992 0.045 -2.718 0.565 1.163 1.270
H -3.504 -1.586 1.213 1.304 0.546 -0.520
H 0.303 2.653 1.551 0.512 -0.311 -0.188
C -1.738 0.358 -0.550 1.940 -1.691 2.840
H -2.704 0.596 0.009 1.250 0.442 -1.285
C 2.676 0.074 -1.198 -0.130 -1.854 2.319
C 0.835 0.174 0.277 -0.037 0.719 0.212
H 2.967 -2.204 1.258 0.162 -0.143 0.007
O -0.942 0.965 1.802 -0.091 -0.524 1.539
H 0.945 -0.972 2.069 -0.058 -0.313 -0.114
C -0.540 2.142 1.106 2.828 -2.464 1.015
H -1.679 1.809 -2.173 0.021 -1.479 0.205
C 2.537 -1.425 0.648 0.310 0.432 0.255
H -1.911 -1.031 1.686 2.238 2.606 3.106
C 3.199 -1.000 -0.514 -2.805 0.108 2.249
S -1.759 -1.502 -0.586 -0.422 0.690 0.523
C -1.432 0.707 -1.954 -2.869 2.141 -2.318
H -2.283 -2.746 1.358 0.679 0.581 0.253
C 1.411 -0.774 1.112 -0.539 -0.089 -0.754
H -1.290 2.759 0.947 -3.640 2.693 -1.249
C 1.524 0.686 -0.808 0.833 -1.765 0.508
H 1.345 1.531 -1.382 -1.364 1.569 -0.532
C -0.467 0.778 0.526 -2.785 1.097 -2.203
H 4.078 -1.505 -0.610 2.469 -0.878 -1.375
C -2.371 -1.674 1.101 -4.042 -4.365 -2.657
H -0.427 0.654 -2.248 1.518 -0.536 0.127
H 3.218 0.488 -1.919 2.151 1.624 -3.232
```
Forces are in eV/Å.

* E_HOMO: -0.306 Eh
* gap between HOMO and LUMO: 0.3377 Ha
* SMILES: CS[C@H](C)[C@@]1(c2ccccc2)CO1
* strongest force on any atom: 6.5 eV/A
* 2S+1: 1
* ΔE to the lowest compared entry with this formula, charge and spin: 2.683 eV
* lowest unoccupied orbital energy: 0.0319 Ha

These are the natural (NBO) partial charges, in e, on atoms 1 to 5: atom 1 (H): 0.2302, atom 2 (H): 0.2087, atom 3 (H): 0.1827, atom 4 (C): -0.3223, atom 5 (H): 0.2421